Here is a structure of composition C43H31AsCrN3O2S2 from the OMol25 dataset. Energies are from ωB97M-V/def2-TZVPD.

Its energy above the lowest of the compared OMol25 structures with the same formula, charge and spin is 0.0 kcal per mole. The calculation puts the HOMO energy (spin up / spin down) at -0.26362 / -0.26548 Eh. The calculation puts the HOMO-LUMO gap (spin up / spin down) at 6.560 / 6.907 eV. The spin multiplicity is 2. The value obtained for the electronic energy is -6048.690162 hartree.

Each line ends with the Löwdin charge.
CARTESIAN COORDINATES (ANGSTROEM)
Cr  -0.664  0.428  0.148  0.119
C  -4.946  -0.069  0.760  -0.025
C  -3.668  0.507  0.635  -0.103
N  -2.612  -0.196  0.302  -0.027
C  -2.732  -1.547  0.111  -0.167
C  -3.968  -2.198  0.222  -0.162
C  -5.094  -1.407  0.548  -0.002
C  -4.032  -3.598  0.014  -0.046
C  -2.882  -4.277  -0.251  -0.067
C  -1.631  -3.628  -0.350  0.000
C  -1.525  -2.261  -0.199  -0.196
N  -0.394  -1.461  -0.238  -0.070
C  0.885  -1.818  -0.632  -0.195
C  1.335  -2.984  -1.216  -0.004
C  2.706  -3.171  -1.508  -0.071
C  3.640  -2.218  -1.237  -0.044
C  3.216  -0.974  -0.708  -0.156
C  4.091  0.110  -0.460  0.003
C  3.591  1.298  -0.018  -0.026
C  2.202  1.431  0.166  -0.133
N  1.366  0.439  -0.042  -0.020
C  1.855  -0.775  -0.445  -0.157
H  -5.782  0.560  1.032  0.111
H  -3.509  1.565  0.801  0.110
H  -6.065  -1.882  0.633  0.120
H  -4.984  -4.106  0.092  0.111
H  -2.913  -5.352  -0.383  0.107
H  -0.761  -4.238  -0.506  0.084
H  0.651  -3.768  -1.488  0.084
H  3.012  -4.108  -1.955  0.107
H  4.690  -2.382  -1.442  0.111
H  5.152  -0.017  -0.637  0.121
H  4.232  2.145  0.182  0.116
H  1.770  2.374  0.474  0.094
S  -0.938  2.772  -0.042  0.661
C  -2.279  2.978  -1.187  -0.668
C  -3.171  4.042  -1.038  -0.116
C  -4.263  4.167  -1.883  -0.084
C  -4.480  3.243  -2.899  -0.087
C  -3.578  2.204  -3.078  -0.107
C  -2.482  2.078  -2.235  -0.392
As  -1.137  0.693  -2.306  1.346
C  0.098  1.443  -3.595  -0.347
C  1.465  1.395  -3.351  -0.086
C  2.356  1.947  -4.264  -0.073
C  1.880  2.548  -5.418  -0.083
C  0.513  2.590  -5.668  -0.076
C  -0.376  2.038  -4.760  -0.092
C  -2.005  -0.693  -3.345  -0.341
C  -1.326  -1.330  -4.379  -0.093
C  -1.942  -2.350  -5.093  -0.079
C  -3.232  -2.745  -4.771  -0.083
C  -3.906  -2.124  -3.728  -0.071
C  -3.295  -1.102  -3.017  -0.115
H  -3.004  4.760  -0.245  0.101
H  -4.952  4.990  -1.745  0.103
H  -5.342  3.331  -3.547  0.100
H  -3.732  1.491  -3.880  0.101
H  1.841  0.927  -2.453  0.077
H  3.420  1.909  -4.068  0.104
H  2.572  2.989  -6.124  0.103
H  0.140  3.058  -6.570  0.104
H  -1.441  2.077  -4.956  0.102
H  -0.314  -1.033  -4.629  0.103
H  -1.410  -2.835  -5.901  0.103
H  -3.712  -3.535  -5.333  0.102
H  -4.910  -2.434  -3.466  0.107
H  -3.832  -0.618  -2.210  0.098
O  3.140  5.725  4.442  0.113
C  3.530  4.441  4.258  -0.481
O  4.673  4.141  4.464  0.112
C  2.493  3.465  3.796  -0.141
C  2.894  2.142  3.632  -0.016
C  1.989  1.179  3.224  -0.112
C  0.653  1.507  2.967  -0.657
S  -0.504  0.267  2.471  0.679
C  0.255  2.831  3.139  -0.134
C  1.164  3.795  3.543  -0.023
H  2.201  5.820  4.253  0.080
H  3.927  1.890  3.833  0.122
H  2.307  0.151  3.098  0.109
H  -0.773  3.101  2.942  0.087
H  0.798  4.812  3.640  0.109

Here is a structure of composition C43H31N3O9OsP from the OMol25 dataset. Energies are from ωB97M-V/def2-TZVPD.

Its energy above the lowest of the compared OMol25 structures with the same formula, charge and spin is 19.1 kcal per mole. The calculation puts the HOMO energy (spin up / spin down) at -0.15494 / -0.17405 Eh. The calculation puts the HOMO-LUMO gap (spin up / spin down) at 6.058 / 5.852 eV. The spin multiplicity is 5. The value obtained for the electronic energy is -2930.489080 hartree. Its net charge is -1.

Each line ends with the Löwdin charge.
CARTESIAN COORDINATES (ANGSTROEM)
Os  -0.301  0.476  0.060  1.034
O  2.521  -3.161  1.680  0.148
C  1.769  -2.226  1.742  -0.396
O  0.928  -1.909  0.719  -0.051
C  1.627  -1.347  2.943  -0.017
C  2.037  -1.946  4.121  0.070
C  1.964  -1.268  5.325  -0.142
C  1.525  0.044  5.372  0.076
C  1.168  0.656  4.200  -0.053
C  1.147  0.007  2.928  -0.302
O  0.739  0.634  1.918  -0.219
N  0.794  2.080  4.292  -0.338
O  1.118  2.811  3.376  0.079
O  0.217  2.443  5.303  0.067
N  2.373  -1.931  6.559  -0.364
O  2.793  -3.072  6.480  0.061
O  2.270  -1.304  7.600  0.057
H  2.414  -2.958  4.091  0.133
H  1.471  0.583  6.306  0.133
O  -3.961  1.698  -1.811  0.022
C  -2.803  1.464  -1.512  -0.748
O  -2.405  1.059  -0.345  -0.270
C  -1.692  1.674  -2.557  -0.238
P  -0.305  0.516  -2.229  0.841
C  -0.769  -0.989  -3.153  -0.331
C  -2.071  -1.473  -3.020  -0.071
C  -2.432  -2.683  -3.592  -0.079
C  -1.502  -3.428  -4.307  -0.097
C  -0.204  -2.956  -4.440  -0.091
C  0.161  -1.750  -3.857  -0.115
C  1.076  1.250  -3.189  -0.346
C  1.938  2.084  -2.478  -0.123
C  2.983  2.737  -3.113  -0.091
C  3.192  2.553  -4.474  -0.095
C  2.338  1.729  -5.192  -0.085
C  1.284  1.087  -4.555  -0.092
H  -1.276  2.671  -2.382  0.092
H  -2.095  1.635  -3.569  0.094
H  -2.812  -0.918  -2.453  0.108
H  -3.443  -3.048  -3.467  0.106
H  -1.788  -4.372  -4.753  0.097
H  0.535  -3.531  -4.986  0.102
H  1.188  -1.419  -3.933  0.093
H  1.796  2.193  -1.407  0.075
H  3.640  3.381  -2.543  0.101
H  4.015  3.050  -4.972  0.097
H  2.489  1.583  -6.254  0.099
H  0.613  0.471  -5.139  0.102
C  -1.420  3.421  1.689  0.092
C  -1.878  4.531  2.401  -0.287
C  -1.170  5.761  2.390  -0.025
C  -1.617  6.845  3.103  -0.038
C  -2.793  6.750  3.858  -0.240
C  -3.513  5.549  3.886  -0.036
C  -3.068  4.464  3.173  -0.020
C  -3.259  7.886  4.604  -0.200
N  -3.636  8.795  5.200  0.132
H  -1.952  2.481  1.705  0.050
H  -0.518  3.487  1.096  0.059
H  -0.259  5.831  1.811  0.114
H  -1.068  7.777  3.090  0.114
H  -4.421  5.488  4.470  0.115
H  -3.626  3.538  3.187  0.117
C  -3.814  -4.143  1.145  -0.094
C  -3.139  -2.955  1.385  -0.066
C  -1.897  -2.726  0.810  -0.024
C  -1.313  -3.677  -0.026  -0.190
C  -2.013  -4.859  -0.273  -0.048
C  -3.245  -5.098  0.312  -0.093
C  -0.044  -3.472  -0.741  0.037
C  0.993  -2.701  -0.429  -0.218
C  2.177  -2.483  -1.280  -0.165
C  2.828  -1.252  -1.253  -0.031
C  3.868  -0.986  -2.133  -0.071
C  4.286  -1.951  -3.036  -0.089
C  3.662  -3.195  -3.045  -0.086
C  2.619  -3.459  -2.174  -0.036
H  -4.784  -4.319  1.593  0.097
H  -3.579  -2.191  2.010  0.107
H  -1.401  -1.782  1.001  0.072
H  -1.581  -5.595  -0.941  0.110
H  -3.767  -6.024  0.108  0.097
H  0.023  -3.990  -1.690  0.110
H  2.475  -0.478  -0.581  0.086
H  4.341  -0.012  -2.119  0.102
H  5.094  -1.741  -3.724  0.097
H  3.991  -3.964  -3.733  0.099
H  2.154  -4.435  -2.181  0.116